ORCA calculation (ωB97M-V/def2-TZVPD) on a structure of composition C16H18BiN3OS2.

```
41
Properties=species:S:1:pos:R:3:forces:R:3:mulliken_charge:R:1
Bi -0.5890 7.8028 10.7628 -0.057 0.689 2.687 1.229
C -1.0971 10.9580 11.5343 -1.206 0.552 0.109 -1.050
N -0.3642 9.9716 12.3842 1.232 -0.176 -2.026 0.663
C 1.1012 10.2368 12.5943 -0.825 1.135 -0.437 -1.081
C 1.8370 8.9245 12.7050 0.634 -0.631 1.282 -0.679
N 1.8647 8.0813 11.4801 -1.673 -1.835 1.238 0.746
C 2.6219 8.7112 10.4351 0.928 0.472 -1.676 -1.051
C 2.2997 6.6768 11.8042 0.646 1.523 0.414 0.391
C 3.3043 6.3889 12.7403 -0.615 1.546 -0.797 -0.367
C 3.7133 5.0819 12.9163 -0.963 -1.200 0.609 -0.619
C 3.0944 3.9694 12.3090 -0.241 0.741 -0.078 -0.736
C 2.1745 4.2603 11.3406 -0.572 -0.140 -1.563 -0.514
C 1.7507 5.6094 11.0726 -0.104 -0.648 -1.203 0.588
S 0.7058 5.8270 9.6874 0.728 -0.473 1.293 -0.216
C -1.0470 9.7027 13.5867 -1.907 -0.302 2.075 -0.114
C -1.3649 10.7848 14.4711 -0.056 -0.237 -0.994 -0.349
C -2.2889 10.6574 15.4985 1.091 -2.006 -0.257 -0.943
C -2.8198 9.3599 15.7008 -0.443 1.635 0.456 -0.563
C -2.5813 8.3039 14.8700 0.314 -0.452 -0.835 -0.737
C -1.6147 8.4242 13.8434 -0.149 1.027 0.275 0.580
S -1.0657 6.8968 13.1307 0.224 0.137 -1.371 -0.297
H -1.2667 11.9385 12.0317 0.424 -0.576 -0.114 0.353
H -2.1564 10.5849 11.3768 1.259 0.175 -0.035 0.388
H -0.6061 11.1809 10.5630 -0.110 -0.523 0.592 0.383
H 1.1682 10.7145 13.6003 0.406 0.001 -0.863 0.317
H 1.4699 10.9351 11.7740 -0.344 -0.885 1.179 0.481
H 1.3504 8.3402 13.5557 0.720 0.534 -1.171 0.465
H 2.8998 9.1362 12.9692 -0.711 -0.050 0.042 0.404
H 3.6516 8.8439 10.7482 0.219 0.550 0.294 0.338
H 2.1490 9.6539 10.1119 0.358 -0.281 0.388 0.306
H 2.7492 8.1232 9.5207 -0.556 -0.348 0.237 0.375
H 3.7937 7.1940 13.3143 -0.326 -0.565 -0.405 0.356
H 4.4075 4.8453 13.6804 0.923 0.122 0.497 0.424
H 3.3294 2.9627 12.6424 0.127 0.143 -0.410 0.452
H 1.7501 3.5583 10.5959 0.312 -0.068 1.082 0.397
H -0.9298 11.7592 14.2391 -0.105 -0.199 0.146 0.431
H -2.5055 11.4425 16.1982 -0.096 0.298 -0.049 0.438
H -3.4844 9.2404 16.5369 -0.369 -0.167 0.072 0.402
H -3.2110 7.4089 14.9435 0.716 0.128 0.204 0.422
O -1.0768 8.8995 7.3824 0.682 0.008 0.889 -0.172
N -0.3796 8.8696 8.2914 -0.512 0.346 -1.778 0.157
```
Forces are in eV/Å.

## Properties
ΔE to the lowest compared entry with this formula, charge and spin: 0.00 kcal/mol
charge: +2
HOMO-LUMO gap (alpha / beta): 6.73 / 4.14 eV



ORCA calculation (ωB97M-V/def2-TZVPD) on a structure of composition C27H27BrClN3O4Sc.

```
64
Properties=species:S:1:pos:R:3:forces:R:3:mulliken_charge:R:1
Sc 0.9374 0.4782 -0.6698 0.134 -0.458 -0.738 0.537
O -4.1302 -0.7851 -0.5207 -0.021 0.003 -0.042 -0.717
C -4.2020 0.4331 -1.1325 -0.013 -0.064 0.052 0.559
C -5.4381 0.8264 -1.6314 0.048 0.029 0.005 -0.690
C -5.5637 2.0550 -2.2608 -0.051 -0.021 -0.006 -0.251
C -4.4657 2.8935 -2.3912 0.010 0.051 -0.023 -0.847
C -3.2354 2.4894 -1.8940 0.061 -0.078 0.036 -0.518
C -3.0852 1.2631 -1.2634 -0.040 -0.059 -0.090 0.306
C -1.7126 0.8208 -0.7910 0.024 0.406 0.143 0.391
O -0.7373 1.7488 -0.9382 -0.091 -0.103 0.165 -0.926
N -1.8902 0.4530 0.6825 -0.072 0.010 0.091 -0.154
N -0.6695 0.4268 1.2978 0.046 0.004 -0.147 -0.079
C -0.6034 0.7098 2.5330 0.414 0.018 0.167 -0.725
C 0.6618 0.8108 3.2931 -0.720 -0.179 0.163 0.270
Br 2.1851 1.4242 2.3700 0.002 0.058 -0.053 -0.127
C 0.7126 0.6197 4.6158 0.172 -0.026 0.028 -0.877
C -0.3682 0.1070 5.4824 0.209 0.142 -0.251 0.615
C -0.4367 0.5852 6.7928 -0.146 -0.066 0.021 -0.503
C -1.4306 0.1482 7.6523 0.044 0.001 -0.056 -0.472
C -2.3599 -0.7872 7.2160 -0.065 -0.014 0.102 -0.421
C -2.2823 -1.2902 5.9274 0.054 -0.013 -0.112 -0.562
C -1.2890 -0.8526 5.0616 -0.061 -0.013 0.166 -0.417
H -3.2704 -0.8553 -0.0757 0.027 0.005 0.028 0.411
H -6.2807 0.1567 -1.5188 -0.011 -0.002 -0.001 0.411
H -6.5279 2.3552 -2.6535 -0.001 0.004 -0.001 0.354
H -4.5644 3.8504 -2.8880 -0.005 0.000 0.001 0.379
H -2.3420 3.0929 -1.9893 -0.007 0.033 -0.013 0.415
H -1.4352 -0.1315 -1.2856 -0.118 0.012 0.050 0.290
H -2.5149 1.1196 1.1364 0.031 0.002 -0.026 0.324
H -1.4989 0.9418 3.1130 -0.051 0.002 -0.081 0.607
H 1.6290 0.8723 5.1375 0.044 -0.006 -0.065 0.366
H 0.2901 1.3139 7.1295 0.020 0.011 -0.004 0.382
H -1.4779 0.5352 8.6618 -0.014 -0.004 0.013 0.367
H -3.1358 -1.1338 7.8865 -0.002 0.002 0.001 0.369
H -2.9888 -2.0369 5.5884 -0.014 0.002 0.023 0.384
H -1.2133 -1.2817 4.0721 0.021 0.017 -0.033 0.551
Cl 7.6638 -1.9681 -2.1823 0.014 -0.027 0.000 -0.274
C 6.2188 -1.0538 -1.8165 -0.091 -0.069 0.092 0.148
C 6.0724 0.2366 -2.3352 0.005 0.133 -0.076 -0.484
C 4.9561 0.9774 -2.0524 -0.005 -0.076 0.018 -0.492
C 3.8994 0.4740 -1.2400 -0.055 0.193 0.097 0.438
O 2.8922 1.2231 -0.9740 0.090 -0.090 0.143 -0.931
C 4.0696 -0.8521 -0.7358 -0.040 -0.288 0.070 1.268
C 3.1127 -1.5407 0.1082 -0.030 0.235 0.057 -0.274
O 2.0000 -1.1643 0.4558 0.222 0.071 0.223 -0.411
C 5.2343 -1.5852 -1.0290 0.109 0.102 -0.120 -0.950
H 6.8517 0.6463 -2.9659 0.006 -0.010 0.003 0.392
H 4.8303 1.9734 -2.4552 0.017 0.016 -0.001 0.413
H 3.4641 -2.5135 0.4937 0.011 -0.036 -0.069 0.219
H 5.3438 -2.5873 -0.6321 -0.019 -0.011 0.016 0.347
C -0.8283 -1.4157 -3.7668 -0.114 -0.018 0.021 -1.697
C 0.6253 -1.0112 -3.4576 -0.038 -0.159 -0.099 1.915
C 1.5408 -2.1935 -3.8282 0.059 -0.066 0.074 -1.702
C 0.9973 0.1839 -4.3529 0.074 0.083 -0.067 -1.645
N 0.7759 -0.6620 -2.0866 -0.094 0.323 0.105 -0.406
H -0.9639 -1.7860 -4.7896 0.065 0.004 -0.038 0.444
H -1.5004 -0.5637 -3.6309 0.037 0.034 0.036 0.285
H -1.1380 -2.1998 -3.0712 0.015 -0.013 -0.009 0.355
H 1.5208 -2.4317 -4.8976 -0.043 0.008 -0.042 0.376
H 1.2374 -3.0827 -3.2693 -0.009 0.001 0.021 0.379
H 2.5685 -1.9576 -3.5411 0.005 0.034 -0.019 0.309
H 0.8731 -0.0262 -5.4229 -0.025 -0.056 0.006 0.385
H 2.0409 0.4605 -4.1791 -0.001 -0.010 0.028 0.302
H 0.3757 1.0433 -4.0917 -0.023 -0.015 0.021 0.288
```
Forces are in eV/Å.

## Properties
charge: -1
HOMO-LUMO gap: 5.20 eV



ORCA calculation (ωB97M-V/def2-TZVPD) on a structure of composition C29H25CoN2O2P.

```
60
Properties=species:S:1:pos:R:3:forces:R:3:mulliken_charge:R:1
Co 0.0454 0.8704 -0.0435 0.024 -0.012 -0.194 -0.225
O 1.2155 1.5520 2.1475 -0.047 -0.109 -0.010 -0.617
C 0.2984 0.8544 1.8005 -0.029 -0.024 0.057 -0.037
C -0.5465 0.0270 2.7169 0.059 0.021 -0.014 0.620
C -0.4086 0.0487 4.1003 -0.024 -0.003 -0.006 -0.838
C -1.2291 -0.7617 4.8662 -0.046 -0.040 -0.061 -0.676
C -2.1665 -1.5929 4.2523 0.065 0.059 0.035 -0.720
C -2.2983 -1.6177 2.8722 -0.046 -0.057 0.010 -0.434
C -1.4846 -0.7978 2.0995 0.082 0.148 0.012 -0.093
P -1.4592 -0.6376 0.2964 -0.022 -0.045 -0.048 3.368
C -3.1212 -0.3555 -0.3546 0.019 -0.096 0.046 0.527
C -4.0358 -1.4129 -0.3449 -0.033 -0.017 0.015 -0.431
C -5.3082 -1.2320 -0.8528 -0.051 0.079 -0.042 -0.814
C -5.6719 -0.0011 -1.3922 0.001 -0.089 0.025 -0.569
C -4.7627 1.0425 -1.4181 0.051 0.066 0.025 -0.992
C -3.4852 0.8727 -0.8959 -0.010 0.039 0.038 -0.209
C -1.0280 -2.2590 -0.3877 0.067 0.061 -0.061 0.109
C -1.2565 -2.4689 -1.7500 -0.050 -0.036 0.008 -0.520
C -0.8168 -3.6312 -2.3590 -0.013 -0.027 0.008 -0.907
C -0.1489 -4.5946 -1.6115 -0.010 -0.004 -0.022 -0.544
C 0.0774 -4.3927 -0.2590 -0.008 -0.001 0.023 -0.859
C -0.3537 -3.2225 0.3534 -0.016 -0.004 0.025 -0.626
H 0.3286 0.7004 4.5506 0.000 0.003 0.006 0.545
H -1.1460 -0.7526 5.9446 0.003 -0.004 0.004 0.429
H -2.8000 -2.2261 4.8590 -0.001 0.002 0.006 0.460
H -3.0280 -2.2771 2.4210 -0.022 0.025 -0.066 0.429
H -3.7522 -2.3869 0.0353 0.029 0.014 0.023 0.338
H -6.0150 -2.0508 -0.8392 -0.004 0.003 -0.003 0.435
H -6.6664 0.1361 -1.7955 0.000 0.006 -0.003 0.403
H -5.0449 1.9986 -1.8385 -0.004 0.001 -0.003 0.460
H -2.7684 1.6860 -0.8865 -0.025 0.004 -0.051 0.365
H -1.7969 -1.7272 -2.3288 0.019 -0.033 0.000 0.537
H -1.0017 -3.7934 -3.4127 -0.006 0.007 -0.001 0.456
H 0.1858 -5.5081 -2.0854 -0.001 -0.005 0.003 0.450
H 0.5862 -5.1477 0.3260 0.004 -0.001 -0.003 0.459
H -0.1692 -3.0671 1.4104 -0.005 -0.004 -0.010 0.461
N 0.0825 1.0672 -2.1245 -0.010 -0.035 -0.018 -0.329
C 0.8177 -0.0353 -2.6914 -0.040 0.058 -0.044 -0.291
C 0.8368 -0.3587 -4.0172 -0.021 -0.006 0.023 -0.499
C 1.5927 -1.4623 -4.4680 0.028 -0.030 0.032 -0.805
C 2.3405 -2.1964 -3.5910 -0.027 0.012 -0.014 -0.956
C 2.3472 -1.8732 -2.2141 0.034 0.032 0.003 1.047
C 3.1268 -2.5565 -1.2530 0.006 0.005 0.009 -0.613
C 3.0823 -2.1631 0.0521 -0.021 0.025 -0.004 -1.008
C 2.2129 -1.1219 0.4233 0.020 0.001 -0.053 -0.069
N 1.4618 -0.4725 -0.4395 0.044 0.077 0.133 -0.067
C 1.5529 -0.8037 -1.7657 0.097 -0.041 0.046 0.981
H 0.5397 1.9600 -2.2977 -0.004 0.004 -0.006 0.353
H -0.8529 1.1433 -2.5111 -0.013 0.020 0.037 0.382
H 0.2754 0.2376 -4.7262 0.001 -0.003 -0.002 0.496
H 1.5917 -1.7082 -5.5208 0.000 -0.002 -0.002 0.436
H 2.9411 -3.0279 -3.9369 0.005 0.002 -0.005 0.470
H 3.7602 -3.3763 -1.5686 0.001 -0.004 0.004 0.463
H 3.6788 -2.6454 0.8127 0.001 -0.007 -0.002 0.452
H 2.1321 -0.8241 1.4603 0.012 0.000 0.005 0.425
C -1.6009 2.9425 1.0561 0.019 0.002 -0.007 -0.803
O -0.9023 2.3911 -0.0355 -0.090 -0.073 0.072 -0.689
H -2.1922 3.7922 0.7050 0.011 0.005 0.010 0.285
H -0.9228 3.2991 1.8366 -0.012 0.004 0.016 0.310
H -2.2969 2.2218 1.5079 0.011 0.027 -0.002 0.286
```
Forces are in eV/Å.

## Properties
ΔE to the lowest compared entry with this formula, charge and spin: 0.00 kcal/mol
charge: +1
HOMO-LUMO gap (alpha / beta): 8.05 / 8.05 eV



ORCA calculation (ωB97M-V/def2-TZVPD) on a structure of composition C13H14ClN3O3Ti.

```
35
Properties=species:S:1:pos:R:3:forces:R:3:mulliken_charge:R:1
Cl -1.3340 2.7635 -1.7149 0.181 0.083 0.106 -0.147
C -0.4942 -1.1858 -1.7842 0.754 0.084 -0.696 -0.386
C 0.9033 -1.4223 -1.6154 0.069 0.250 -0.467 -0.379
C 1.6105 -0.4060 -2.3395 -0.336 -0.162 0.074 -0.574
H 1.3587 -2.2701 -1.1065 -0.154 0.392 0.050 0.566
C 0.6540 0.4483 -2.9838 -0.238 -0.584 0.162 0.673
C -0.6515 -0.0342 -2.6178 0.819 -0.471 -0.400 -0.452
H -1.5903 0.3214 -3.0382 0.294 0.065 0.378 0.526
H -1.3041 -1.8272 -1.4440 0.254 0.253 0.127 0.613
H 2.6914 -0.2774 -2.4295 -0.341 -0.209 0.067 0.498
C 1.0093 1.5959 -3.8762 0.007 0.300 -0.083 -1.259
Ti 0.4529 0.6690 -0.6927 -2.273 -1.114 0.845 -0.290
C 1.9369 2.1898 -0.5433 4.985 5.190 1.690 0.496
O 2.7143 3.0094 -0.2460 -4.091 -4.304 -1.691 -0.115
C -0.7436 2.3384 0.0423 -0.986 1.099 3.623 0.431
O -1.2648 2.8288 1.0009 1.437 -1.256 -2.852 -0.366
H 1.9109 2.1032 -3.5118 -0.095 -0.116 -0.167 0.351
H 0.2139 2.3426 -3.9433 0.093 -0.235 -0.003 0.322
H 1.2230 1.2447 -4.8967 -0.058 -0.057 0.314 0.352
C 1.6435 -1.2529 3.5662 0.225 -0.085 0.364 -1.019
N 0.3809 -1.0565 2.8293 -0.154 -0.257 0.262 0.026
C -0.8222 -1.4397 3.3891 0.107 0.434 -0.915 -0.275
C -1.9873 -1.2266 2.7121 -0.108 -0.536 0.943 -1.017
C -1.9400 -0.6037 1.4491 -0.153 0.739 -1.631 0.890
N -0.7423 -0.2929 0.9085 0.516 -0.101 0.399 0.369
C 0.3901 -0.5164 1.6072 0.420 0.628 -0.702 0.657
O 1.4767 -0.1429 1.0115 -1.258 0.236 -0.552 -0.660
N -3.0063 -0.3015 0.6931 0.182 -0.096 0.275 -0.302
H 2.4802 -0.9147 2.9502 -0.269 -0.130 0.179 0.318
H 1.7497 -2.3131 3.8144 0.034 0.192 -0.141 0.385
H 1.6001 -0.6738 4.4926 0.058 -0.036 -0.191 0.392
H -0.7147 -1.8977 4.3655 -0.343 0.013 -0.068 0.523
H -2.9437 -1.5421 3.1222 0.266 0.110 0.024 0.457
H -3.9494 -0.4786 1.0105 0.118 0.005 0.059 0.256
H -2.9117 0.2212 -0.1809 0.041 -0.322 0.620 0.137
```
Forces are in eV/Å.

## Properties
ΔE to the lowest compared entry with this formula, charge and spin: 0.00 kcal/mol
charge: +2
HOMO-LUMO gap: 6.70 eV



These records have max |F| values of 2.8; 0.9; 0.2; 7.4 eV Å⁻¹, in the order they appear.